Density functional theory data (wB97M-V/def2-TZVPD) for a molecular structure, C36H23F9N7O5Sn.

```
81
Properties=species:S:1:pos:R:3:forces:R:3:mulliken_charge:R:1
Sn -0.118 -0.530 -0.711 0.2291 -0.1667 0.4200 1.4545
C 0.298 3.612 -2.262 0.0064 -0.0507 -0.0364 -1.2243
C 1.620 4.047 -2.365 -0.0070 -0.0342 0.0859 -0.6145
C 2.623 3.290 -1.801 0.0543 0.0241 0.0131 -0.8666
C 2.298 2.092 -1.142 0.1231 -0.1605 0.2042 -0.1682
N 1.031 1.711 -1.008 0.2146 0.3594 -0.6282 1.2374
C 0.065 2.440 -1.572 0.3261 0.0518 -0.7453 -0.8901
N 3.347 1.340 -0.643 0.0980 0.4189 -0.3991 -0.3244
C 3.245 0.149 -0.167 -0.2289 -0.2728 0.4031 -0.6650
N 2.164 -0.659 0.113 0.1863 -0.3157 -0.1679 1.3596
C 2.642 -1.845 0.637 -0.0063 0.1706 0.0537 -0.3747
N 2.065 -2.892 1.116 -0.0762 -0.0941 -0.0405 -0.3668
C 0.711 -3.091 1.332 -0.0684 0.1763 0.1091 -0.0091
C 0.344 -4.345 1.842 0.0399 -0.0611 -0.0040 -0.7784
C -0.960 -4.571 2.222 -0.0318 0.0117 -0.0013 -0.4186
C -1.897 -3.547 2.105 0.0197 -0.1156 0.0755 -0.8699
C -1.478 -2.357 1.556 0.1388 0.1661 -0.0801 -0.6800
N -0.214 -2.134 1.170 0.1607 -0.2721 -0.0751 0.7333
C 4.134 -1.804 0.667 -0.1548 -0.0459 -0.0114 -0.1907
C 5.070 -2.747 1.043 0.0244 -0.0512 0.0512 -0.2107
C 6.411 -2.392 0.944 -0.0081 0.0488 -0.0154 -0.6401
C 6.787 -1.128 0.484 -0.0404 -0.0029 0.0211 -0.6777
C 5.830 -0.191 0.105 0.0449 0.0292 0.0250 -0.1846
C 4.504 -0.562 0.208 -0.1165 0.0618 -0.1321 0.1398
H -0.521 4.158 -2.709 -0.0043 -0.0108 0.0206 0.5904
H 1.857 4.963 -2.892 0.0052 -0.0010 -0.0054 0.4043
H 3.665 3.571 -1.866 -0.0286 -0.0098 -0.0111 0.5501
H -0.946 2.054 -1.457 0.5675 0.0523 -0.4029 0.8290
H 1.109 -5.104 1.927 -0.0162 0.0305 0.0214 0.5038
H -1.253 -5.538 2.615 0.0144 0.0094 -0.0090 0.3798
H -2.929 -3.683 2.397 0.0204 0.0185 -0.0251 0.4578
H -2.168 -1.538 1.386 0.0242 -0.0336 -0.0485 0.4641
H 4.755 -3.723 1.393 0.0168 0.0413 -0.0124 0.5349
H 7.179 -3.105 1.220 -0.0104 0.0125 0.0062 0.4057
H 7.839 -0.877 0.418 -0.0109 -0.0169 -0.0061 0.4027
H 6.098 0.790 -0.267 -0.0002 -0.0322 0.0069 0.5325
O -6.211 5.229 -2.168 0.0144 0.0716 0.0123 -0.5031
C -5.469 4.183 -2.625 0.0269 -0.0324 0.0557 0.5292
O -5.694 3.733 -3.711 -0.0213 -0.0362 -0.0401 -0.5501
C -4.416 3.674 -1.698 0.0339 0.0865 0.0227 0.3232
C -4.051 2.331 -1.774 -0.1469 0.0947 -0.0560 -1.1600
C -3.090 1.815 -0.925 -0.1595 0.1217 0.1136 1.7982
C -2.436 2.657 -0.021 -0.3501 0.1587 0.2897 -0.2294
C -2.789 4.004 0.050 0.0535 -0.0053 0.0652 -0.4478
C -3.783 4.502 -0.777 -0.0136 0.0628 0.0062 -1.1460
N -1.467 2.086 0.820 -0.4608 -0.0449 0.3590 -0.1776
C -0.367 2.667 1.022 0.1245 0.1495 0.3236 -0.3758
C 0.680 2.049 1.876 -0.2360 0.0380 0.0610 0.3346
C 1.825 2.758 2.210 0.0737 0.0146 0.0155 -0.5476
C 2.765 2.146 3.026 -0.0098 0.0056 -0.0331 -0.5434
C 2.533 0.850 3.458 -0.0028 -0.0361 -0.0204 -0.7386
C 1.372 0.211 3.036 0.0690 0.1290 -0.0645 -0.2954
N 0.464 0.798 2.270 -0.1472 -0.1570 0.2181 -0.1730
H -5.976 5.408 -1.250 -0.0168 -0.0317 0.0050 0.3222
H -4.547 1.689 -2.491 0.0902 0.3505 0.2304 0.8492
H -2.817 0.761 -0.960 -0.1527 0.0557 0.0061 0.0925
H -2.298 4.651 0.766 -0.0136 -0.0134 -0.0022 0.4999
H -4.029 5.558 -0.713 0.0160 -0.0054 -0.0153 0.3471
H -0.097 3.608 0.526 -0.0405 0.0509 0.2578 0.5724
H 1.980 3.757 1.822 -0.0033 0.0061 0.0184 0.4224
H 3.670 2.669 3.309 0.0037 -0.0059 -0.0080 0.4083
H 3.244 0.333 4.090 -0.0046 -0.0028 -0.0342 0.4090
H 1.178 -0.824 3.304 -0.0137 0.0576 0.0029 0.5999
F -5.059 -0.779 -0.729 -0.0114 0.0144 -0.0166 -0.1913
C -4.714 -1.955 -1.266 0.2115 0.0428 0.0161 0.3137
F -5.706 -2.311 -2.100 -0.0688 -0.0525 -0.0854 -0.3038
F -4.701 -2.849 -0.260 -0.0038 -0.0511 0.0499 -0.2814
C -3.294 -1.864 -1.935 -0.2176 0.0679 0.0725 1.5293
O -2.477 -1.160 -1.154 -0.2047 -0.6206 -0.3273 -1.5195
C -2.781 -3.328 -2.186 0.0584 0.1811 0.1371 0.2042
F -1.837 -3.347 -3.136 0.0476 -0.0136 -0.0762 -0.2869
F -3.752 -4.179 -2.575 -0.0531 -0.0292 -0.0540 -0.3135
F -2.239 -3.832 -1.077 -0.0099 -0.0255 0.0279 -0.1298
C -3.459 -1.167 -3.331 0.1510 -0.2180 0.1162 0.1145
F -3.984 -1.960 -4.284 -0.0415 -0.0135 -0.0201 -0.3244
F -4.264 -0.092 -3.231 -0.0263 -0.3086 -0.1994 -0.3329
F -2.280 -0.732 -3.775 0.0056 0.0364 -0.0460 -0.2080
O 1.074 -0.564 -2.876 0.0131 -0.0862 -0.0240 -0.4837
C 1.197 -1.796 -2.728 0.1175 0.0198 0.0712 -0.0781
O 0.749 -2.431 -1.732 -0.1404 0.1203 -0.0010 -0.5432
H 1.755 -2.368 -3.484 -0.0457 -0.0812 -0.0901 0.3890
```
Forces are in eV/Å.

Output
Charge: -1
Total energy: -88668.1522 eV
Lowest unoccupied orbital energy: 1.78 eV